DFT (ωB97M-V/def2-TZVPD) results for C33H59BBrCoN2O7Si5Te as an isolated structure.

Structure (XYZ):
```
110
Properties=species:S:1:pos:R:3:forces:R:3
H -1.5902 -3.2190 3.3298 0.008 -0.028 0.008
C 3.8524 -0.0401 -0.2033 -0.048 0.062 0.010
H -4.5289 -3.9792 -0.5303 -0.017 0.003 0.007
H 0.3649 -5.0612 -2.0098 0.008 -0.020 0.021
Te 0.1384 -1.2764 0.9911 0.082 -0.332 0.398
H 2.2147 2.3030 1.8949 0.028 0.040 0.158
H 1.4849 -1.5611 6.7087 0.028 -0.020 -0.004
C 0.4946 -1.9621 6.4804 -0.007 0.012 -0.011
C 1.6467 -3.4491 4.1005 -0.035 -0.015 -0.043
C 0.5605 -0.0165 -8.1179 0.007 0.011 -0.016
H 0.3248 2.9555 -6.4489 -0.003 0.002 0.000
C 0.5107 -0.9153 -7.0489 0.023 0.002 0.002
H -2.1857 -2.5939 4.8738 0.009 0.015 0.017
Si 0.2846 -2.2502 4.6129 0.013 0.058 0.022
C 0.6327 2.4743 -0.6727 -0.014 0.334 0.106
H 2.6495 2.0887 6.1503 0.009 0.021 0.013
H 4.4261 -2.7502 -1.9101 -0.014 0.005 0.011
C -2.0667 0.9011 5.6299 0.050 -0.055 0.010
C -1.3675 -3.1406 4.3970 0.005 0.018 -0.043
C 3.7403 0.9880 -3.0595 -0.152 0.013 -0.039
C -0.2587 -3.0489 -2.5647 -0.056 0.008 0.245
Co 0.2048 -0.3006 -1.7012 -0.115 0.651 -0.456
H 2.6283 -3.1194 4.4482 0.001 0.016 0.017
H -0.7834 -4.3004 -0.8761 -0.008 -0.030 -0.013
C -1.3126 -3.5647 -3.5482 0.013 -0.018 0.026
H 0.3795 -2.9058 7.0235 -0.001 -0.004 0.021
H -1.3269 -4.1462 4.8260 -0.029 -0.020 0.010
H 0.6815 5.4802 -4.3223 0.004 0.001 0.013
N -3.6802 -0.7398 -0.6924 0.156 -0.150 -0.075
H 3.5033 2.7743 3.0307 0.025 0.034 0.041
C -2.6359 -0.0423 -1.0839 -0.065 0.298 0.088
H 4.5348 0.5295 4.3167 0.020 -0.003 0.006
H -1.5251 -2.8056 -4.3010 -0.019 0.033 0.001
H 1.5321 0.7419 6.4293 0.015 -0.012 0.024
H 3.2687 0.8182 0.1409 0.016 -0.011 0.002
H 4.2620 -2.1591 -3.5680 -0.013 0.015 0.004
O 1.8430 -1.0458 -2.0861 0.155 -0.148 -0.163
H -4.5192 -2.9329 -1.9721 0.009 0.000 0.003
C 1.7690 1.5697 5.7586 -0.010 -0.034 0.001
H 0.9260 2.2649 5.7861 0.015 0.024 -0.034
H -0.9786 -4.4766 -4.0546 0.017 -0.008 -0.009
H -5.0131 -0.1401 0.8051 0.003 -0.010 0.003
H 4.9175 0.2101 -0.1535 0.008 0.019 0.022
H 0.1132 7.1128 -0.4044 0.008 -0.006 -0.005
C 0.3354 0.9940 -5.5809 -0.078 0.069 0.073
H -7.0148 -0.7998 -0.4443 -0.014 0.006 -0.028
C 3.6668 -0.0825 4.0537 -0.018 -0.033 0.020
C 0.3774 1.8891 -6.6248 0.025 -0.002 -0.002
C -4.5771 -2.9473 -0.8760 0.035 -0.003 -0.054
H 5.5438 -1.5172 -2.5242 0.022 -0.033 -0.005
H -3.4504 -2.1879 0.8002 0.010 -0.043 -0.025
O -5.8485 -2.4423 -0.4598 -0.021 0.022 0.074
H -1.0438 2.7029 2.2015 -0.030 -0.014 0.054
H -1.2643 1.3004 6.2547 0.005 0.020 -0.018
H 1.6791 -3.5054 3.0099 -0.015 -0.019 0.001
H 1.4546 -4.4503 4.4985 0.027 -0.013 0.020
C 0.5884 5.3290 -3.2545 -0.006 0.035 -0.018
H -3.4253 -0.7770 3.3639 -0.006 0.016 0.006
C -3.0978 0.1551 2.8932 0.033 -0.090 0.029
H 3.5541 0.7518 -4.1131 0.011 -0.014 0.010
H 0.8998 -3.7763 -0.8983 -0.017 0.015 0.019
C -3.4456 -2.1320 -0.2944 -0.051 -0.033 0.183
C 0.4948 1.3557 -7.9115 0.008 -0.006 -0.005
C 2.4501 2.4917 2.9472 0.006 -0.129 -0.157
O 0.2118 1.2349 -4.2504 -0.001 0.120 -0.012
C -4.9544 -0.1819 -0.2881 0.017 -0.004 -0.032
H 3.6452 -0.8628 0.4855 -0.003 -0.020 -0.031
H -2.2841 -0.1108 5.9831 -0.026 0.004 0.003
C 0.3372 4.9709 -0.5148 -0.030 0.048 -0.036
C -1.4308 2.6700 3.2247 0.025 -0.055 -0.040
Br 0.3112 8.1696 -3.1557 -0.004 -0.016 0.000
Si 2.0952 0.9650 3.9879 0.109 0.015 -0.072
O -0.7460 -1.9030 -1.9294 -0.004 -0.153 -0.258
Si -1.5977 0.8774 3.7882 -0.131 0.146 -0.066
H -2.2425 -3.7958 -3.0152 0.010 0.013 0.019
C 0.0781 -4.1196 -1.5272 0.048 -0.008 -0.038
C 0.2671 6.2525 -1.0423 -0.009 -0.023 -0.013
O 0.9834 1.5288 -1.4429 -0.125 -0.091 -0.268
H -0.7294 3.2236 3.8556 -0.003 0.001 0.027
C 0.3983 -0.3786 -5.7861 -0.036 -0.094 -0.021
H -0.2436 -1.2537 6.8641 -0.014 -0.013 -0.002
H 0.6553 -0.3991 -9.1268 -0.003 0.004 -0.006
H 3.5700 -0.8806 4.7949 0.008 0.005 0.014
H 0.5626 -1.9860 -7.1946 -0.009 -0.002 -0.002
H -2.8162 -0.0853 1.8647 0.018 0.080 0.002
H 0.8032 3.1905 -3.3329 0.038 -0.147 -0.080
Si 0.3131 -0.3475 3.2514 -0.096 0.046 0.113
C 0.3979 6.4089 -2.4112 -0.004 0.002 -0.029
H -6.0628 -1.0125 -1.9367 0.033 -0.003 -0.001
N -1.6666 0.4631 -1.4421 -0.088 -0.028 0.014
H 3.1054 1.8353 -2.7898 0.035 -0.008 0.008
H 0.5393 2.0262 -8.7608 -0.005 0.000 -0.009
H 4.7895 1.2815 -2.9593 0.023 0.015 0.001
H -5.0550 0.8287 -0.6833 -0.022 -0.006 -0.022
C 0.5385 3.8658 -1.3352 0.131 -0.151 0.150
Si 3.3416 -0.4913 -1.9525 0.153 -0.013 0.029
B 0.2150 -0.0212 -3.5912 0.152 -0.051 0.228
H 3.8557 -0.5529 3.0860 -0.005 0.038 -0.017
H -2.9594 1.5151 5.7843 -0.016 0.008 0.018
H 0.6584 -2.8303 -3.1140 0.057 0.021 -0.069
O 0.3988 2.4502 0.5348 -0.082 -0.215 -0.158
H 1.8358 3.3354 3.2679 -0.040 0.020 -0.019
C 0.6609 4.0545 -2.7060 0.008 0.025 0.141
H 0.2338 4.7997 0.5487 0.018 -0.018 0.009
C -6.0415 -1.0927 -0.8409 -0.024 -0.011 0.023
H -2.3997 3.1785 3.2571 -0.013 0.032 0.035
O 0.3149 -1.0144 -4.5955 -0.018 -0.036 -0.046
C 4.5050 -1.8630 -2.5435 0.018 -0.001 0.031
H -2.4534 -2.4276 -0.6515 -0.120 0.006 -0.092
H -3.9325 0.8634 2.8959 -0.021 -0.004 -0.003
```
Forces are in eV/Å.

Values from the calculation:
Total charge = -2
Calculated total energy = -207527.897 eV
F_max = 0.8 eV/A
M = 1013.52 g mol⁻¹
E_HOMO = -1.31 eV
HOMO-LUMO gap = 4.96 eV
LUMO level = 3.65 eV